2 unconnected molecules or ions with the total composition C5H12N2O in a non-equilibrium geometry, computed with ωB97M-V/def2-TZVPD.

For the energy above the lowest of the compared OMol25 structures with the same formula, charge and spin, the calculation gives 3.2933 eV. The LUMO energy comes out at 1.015 eV. The HOMO-LUMO gap is 9.94 eV. The calculation puts the total energy at -382.38150 hartree. Its SMILES is C[C@H]1N[C@]1(N)O.C=C.

Geometry (Å):
C  0.937  1.711  0.674
C  1.089  0.390  -0.029
N  1.936  -0.655  0.549
C  0.540  -0.935  0.619
N  -0.147  -0.819  1.843
O  0.077  -1.967  -0.155
H  0.075  2.249  0.296
H  0.806  1.567  1.746
H  1.829  2.327  0.531
H  1.235  0.447  -1.103
H  2.351  -0.402  1.439
H  -1.136  -0.646  1.711
H  0.044  -1.549  2.520
H  0.511  -1.938  -1.056
C  -1.702  0.621  -1.285
C  -1.624  -0.576  -1.866
H  -1.160  1.477  -1.655
H  -2.208  0.764  -0.346
H  -2.314  -1.364  -1.605
H  -1.137  -0.702  -2.829

Forces on the atoms, in the same order (eV/Å):
0.288 -0.161 0.122
-0.468 -1.164 0.911
0.780 -0.377 0.414
0.491 2.156 -0.861
0.113 0.421 0.224
0.487 -0.839 -1.722
-0.141 0.188 -0.082
-0.067 -0.071 -0.021
-0.045 0.031 -0.088
-0.341 -0.086 -0.036
-0.097 0.044 0.025
0.149 -0.285 0.109
-0.161 -0.047 -0.315
-0.577 0.010 1.606
0.499 -0.712 -0.187
-1.257 1.082 -0.741
0.147 0.050 -0.083
-0.397 0.041 0.098
0.355 -0.307 0.463
0.241 0.024 0.166

Mulliken atomic charge list, values in e, 4 entries: atom 1 (C): -1.3115, atom 2 (C): 0.1873, atom 3 (N): -0.7165, atom 4 (C): 0.2806

A molecular structure, C15H35N5O9PY in a non-equilibrium geometry, computed with ωB97M-V/def2-TZVPD.

For the energy above the lowest of the compared OMol25 structures with the same formula, charge and spin, the calculation gives 0.0000 eV. The LUMO energy comes out at 0.077 eV. The HOMO-LUMO gap is 5.76 eV. The calculation puts the total energy at -1923.47233 hartree.

Geometry (Å):
Y  -0.691  0.402  0.839
P  -1.212  1.278  3.239
O  -0.888  2.309  2.060
O  -1.508  1.803  4.559
O  -0.054  0.230  3.004
O  -2.308  0.500  2.363
C  0.550  -1.313  -1.932
O  0.530  -0.569  -0.964
N  1.422  -2.320  -2.080
C  1.474  -3.092  -3.303
C  2.356  -2.652  -1.020
H  -0.171  -1.269  -2.761
H  0.972  -2.580  -4.124
H  0.992  -4.068  -3.202
H  2.516  -3.220  -3.596
H  3.339  -2.834  -1.450
H  2.389  -1.805  -0.335
H  2.037  -3.502  -0.413
C  2.143  1.684  1.857
O  1.578  1.316  0.837
N  3.477  1.619  2.049
C  3.981  1.586  3.414
C  4.343  1.181  0.982
H  1.645  2.212  2.679
H  3.474  2.345  4.005
H  5.059  1.730  3.383
H  3.797  0.611  3.874
H  3.819  1.322  0.038
H  5.290  1.712  1.040
H  4.523  0.097  1.029
C  -1.209  -2.743  1.916
O  -1.116  -1.962  0.981
N  -0.974  -4.060  1.841
C  -1.180  -4.937  2.961
C  -0.671  -4.689  0.565
H  -1.498  -2.392  2.916
H  -1.548  -4.432  3.857
H  -0.250  -5.398  3.303
H  -1.935  -5.700  2.751
H  -0.398  -3.921  -0.155
H  0.194  -5.348  0.656
H  -1.551  -5.231  0.217
C  -0.006  3.245  -0.780
O  -0.566  2.168  -0.650
N  0.964  3.491  -1.666
C  1.618  4.780  -1.731
C  1.396  2.513  -2.615
H  -0.253  4.111  -0.152
H  2.701  4.685  -1.701
H  1.287  5.400  -0.895
H  1.284  5.353  -2.603
H  0.794  1.609  -2.540
H  1.420  2.886  -3.637
H  2.381  2.128  -2.313
C  -3.852  0.116  -0.599
O  -2.632  0.102  -0.537
N  -4.564  1.030  -1.263
C  -5.995  0.972  -1.360
C  -3.900  2.094  -1.984
H  -4.474  -0.652  -0.120
H  -6.282  0.746  -2.394
H  -6.407  1.966  -1.167
H  -6.460  0.282  -0.665
H  -2.891  2.202  -1.596
H  -3.860  1.845  -3.050
H  -4.445  3.028  -1.859

Forces on the atoms, in the same order (eV/Å):
-0.778 0.954 1.335
-0.710 -0.322 -3.727
0.956 0.507 0.634
-0.190 0.310 1.676
1.189 -0.429 0.598
-0.862 -0.649 0.730
0.081 -0.464 0.172
-0.030 -0.217 -0.447
-0.029 -0.122 -0.095
-0.124 -0.142 -0.206
-0.053 0.467 0.361
-0.003 0.370 -0.008
-0.046 0.163 0.146
0.178 -0.061 0.123
-0.019 -0.123 0.000
0.043 -0.052 0.080
0.170 0.030 -0.108
-0.046 -0.175 -0.314
0.222 0.708 0.672
0.433 -0.246 -0.528
-0.074 -0.065 -0.197
-0.069 -0.203 -0.204
-0.360 -0.870 0.018
-0.539 -0.453 -0.060
0.161 0.058 0.093
-0.020 0.310 0.148
-0.034 0.028 -0.002
0.161 0.340 -0.033
0.020 0.044 -0.163
0.208 0.104 0.147
-0.178 0.367 0.871
0.355 -0.414 -0.679
0.025 -0.059 -0.406
-0.128 -0.260 1.001
0.158 0.322 0.131
0.057 0.122 -0.063
-0.029 0.488 -0.347
-0.008 -0.199 -0.389
0.213 -0.097 -0.235
-0.234 0.100 0.011
-0.171 -0.212 0.144
0.137 -0.160 -0.145
-0.017 0.088 0.538
-0.197 0.264 -1.185
-0.011 0.520 -0.257
-0.771 0.610 0.230
0.642 -1.363 0.411
-0.057 -0.169 0.156
0.027 -0.040 -0.080
0.195 -0.225 0.197
0.354 -0.268 -0.254
-0.457 0.301 -0.080
-0.020 0.153 0.008
0.126 0.379 -0.319
-0.269 -0.052 0.175
0.222 -0.107 -0.407
0.220 -0.047 0.300
-0.488 0.596 -0.573
0.194 -0.079 -0.111
0.100 0.044 0.131
-0.099 -0.262 0.138
0.029 -0.057 0.201
0.231 -0.208 0.017
0.022 0.018 -0.026
0.030 0.111 0.001
-0.037 -0.001 0.053

Mulliken atomic charge list, values in e, 4 entries: atom 1 (Y): 1.4729, atom 2 (P): 0.6892, atom 3 (O): -0.5934, atom 4 (O): -0.9467